# 1
The following is a DFT calculation (ωB97M-V/def2-TZVPD) of C19H26N2O8P2S2W as an isolated structure.

```
60
Properties=species:S:1:pos:R:3:lowdin_charge:R:1
W -0.2352 -0.2995 -0.1000 1.42
C -0.7839 3.3685 -0.2745 -0.05
N 0.3737 2.4709 -0.0902 -0.23
C 0.9554 2.6180 1.2471 -0.20
C 0.1748 1.8100 2.2522 -0.14
N 0.1933 0.2970 2.1359 -0.21
C -0.9027 -0.1174 3.0630 -0.08
C 1.4787 -0.2252 2.6167 -0.27
C 1.7032 -0.5318 3.9542 -0.03
C 2.9548 -0.9695 4.3617 -0.08
C 3.9800 -1.0919 3.4325 -0.08
C 3.7495 -0.7871 2.1020 -0.09
C 2.4912 -0.3544 1.6836 -0.54
S 2.1874 0.0490 0.0163 0.82
C 1.2969 2.7165 -1.1666 -0.35
C 2.1543 3.8040 -1.1511 -0.02
C 3.0188 4.0389 -2.2135 -0.08
C 3.0151 3.1795 -3.3008 -0.08
C 2.1593 2.0850 -3.3173 -0.11
C 1.2960 1.8468 -2.2544 -0.59
S 0.2216 0.4401 -2.3510 0.70
H -0.4454 4.4105 -0.2881 0.10
H -1.5070 3.2317 0.5225 0.08
H -1.2764 3.1347 -1.2165 0.10
H 0.9065 3.6622 1.5846 0.13
H 2.0029 2.3320 1.2289 0.10
H -0.8768 2.0840 2.2016 0.11
H 0.5341 2.0405 3.2588 0.14
H -0.7618 0.3912 4.0168 0.09
H -0.8977 -1.1907 3.2035 0.10
H -1.8475 0.1914 2.6365 0.08
H 0.9166 -0.4408 4.6882 0.10
H 3.1215 -1.2160 5.4020 0.10
H 4.9574 -1.4396 3.7421 0.11
H 4.5371 -0.8981 1.3668 0.11
H 2.1495 4.4773 -0.3012 0.12
H 3.6889 4.8885 -2.1861 0.10
H 3.6861 3.3491 -4.1331 0.10
H 2.1709 1.3947 -4.1514 0.10
O -2.3257 -0.5510 -1.5789 -0.25
P -3.0860 0.5240 -0.6187 0.26
O -3.9104 1.5371 -1.2517 -0.21
O -1.8448 0.9389 0.2091 -0.44
O -3.8876 -0.4826 0.3473 -0.22
P -3.1163 -1.8631 0.7233 0.24
O -3.6325 -2.1956 2.1891 -0.08
O -3.4313 -2.8955 -0.2778 -0.25
O -1.6546 -1.4589 0.9602 -0.46
H -2.8668 -1.3410 -1.7711 0.09
H -4.4337 -2.7380 2.1731 0.10
C 1.2445 -3.1106 -2.3655 -0.06
O 1.4333 -2.3435 -1.1704 -0.29
C 0.3575 -2.1896 -0.3631 -0.44
C -0.1590 -3.5046 0.1423 -0.05
H 2.1674 -3.0011 -2.9265 0.10
H 0.4197 -2.6924 -2.9444 0.09
H 1.0646 -4.1673 -2.1755 0.08
H 0.2355 -4.3374 -0.4340 0.07
H -1.2330 -3.5873 0.1796 0.04
H 0.2262 -3.5997 1.1640 0.10
```

The LUMO energy comes out at -0.025 Eh. The frontier orbital gap is 0.247 Eh. Its multiplicity is 1. The calculation puts the energy relative to the best compared isomer or geometry (same formula, charge and spin) at 75.55 kJ/mol. The value obtained for the largest force on an atom is 0.8 eV Å⁻¹.

=====

# 2
The following is a DFT calculation (ωB97M-V/def2-TZVPD) of a 12-piece molecular cluster, C3H32N3O11 overall.

```
49
Properties=species:S:1:pos:R:3:lowdin_charge:R:1
C 0.8085 -1.8731 3.2082 -0.08
C 1.4156 -2.2556 1.8825 -0.25
N 1.3343 -1.2017 0.8732 0.07
C 0.2992 -1.2076 -0.0711 -0.40
N 0.1034 -0.0756 -0.7308 0.21
N -0.2977 -2.4019 -0.2182 0.21
H -0.3189 -1.7912 3.1206 0.09
H 1.0843 -0.8822 3.5195 0.06
H 1.0239 -2.6834 3.8969 0.08
H 2.5082 -2.3926 2.1193 0.13
H 1.1908 -3.2808 1.5352 0.12
H 2.2270 -0.7787 0.6307 0.08
H 0.7831 0.5816 -1.0953 0.11
H -0.7432 -0.1142 -1.3248 0.09
H -1.0418 -2.4795 -0.8884 0.11
H -0.5149 -2.9556 0.5879 0.09
H 1.1799 3.1932 -0.4754 0.00
H 2.0139 3.6913 -1.7069 0.05
O 1.1537 3.3582 -1.4274 -0.06
H -3.2256 3.3144 0.1219 0.06
H -3.2512 2.0561 0.9201 0.01
O -3.6699 2.4454 0.1312 -0.06
H 0.3027 -1.9681 -4.2613 0.06
H -0.3840 -1.0125 -3.1109 0.01
O 0.2649 -1.6724 -3.3530 -0.04
H -3.3651 -3.2449 0.9197 0.06
H -2.7858 -1.8335 1.3510 0.03
O -2.5951 -2.6715 0.9088 -0.05
H 1.9681 3.0024 1.5752 0.09
H 2.8522 1.8492 0.8112 0.04
O 1.9837 2.2684 0.9400 -0.07
H 2.3100 -1.3603 -1.7357 0.09
H 2.8840 -0.2854 -2.5815 0.10
O 2.7223 -0.4734 -1.6442 -0.04
H -4.1129 -0.0721 -1.4184 0.06
H -3.0854 0.9095 -1.2737 -0.01
O -3.3152 0.1970 -1.9085 -0.08
H 4.5381 -0.3251 0.8173 0.07
H 3.5135 0.1312 -0.4187 0.01
O 3.8526 0.2721 0.5130 -0.08
H -1.9674 0.2249 0.7236 0.01
H -1.6483 0.7741 2.0973 0.02
O -2.3983 0.4073 1.5661 -0.07
H -0.0363 2.0495 3.3802 0.07
H 0.6440 1.4696 2.0484 0.02
O -0.1154 1.4240 2.6567 -0.05
H -1.9691 1.8958 -2.5988 0.04
H -0.7631 2.3785 -2.0390 0.03
O -1.0215 1.6868 -2.6845 -0.06
```

The LUMO energy comes out at -0.095 Eh. The frontier orbital gap is 0.392 Eh. Its multiplicity is 1. The calculation puts the energy relative to the best compared isomer or geometry (same formula, charge and spin) at 0.00 kJ/mol. The value obtained for the largest force on an atom is 4.7 eV Å⁻¹. The total charge is +1.

=====

# 3
The following is a DFT calculation (ωB97M-V/def2-TZVPD) of C4H10N2O2 as an isolated structure.

```
18
Properties=species:S:1:pos:R:3:lowdin_charge:R:1
C -0.1409 0.9062 0.5289 -0.07
C 0.2495 0.3604 -2.2559 -0.15
C -1.6471 1.0304 0.4363 -0.11
O 0.2972 -0.0656 -0.9291 -0.30
H 0.1225 0.9903 1.5853 0.09
H 0.3858 1.7483 0.0838 0.10
H -0.6659 0.9359 -2.4620 0.07
H 0.2049 -0.5387 -2.8838 0.10
H 1.1217 0.9656 -2.5356 0.08
H -2.1624 0.1998 0.9195 0.07
H -2.0026 1.9660 0.8740 0.08
H -1.9647 1.0694 -0.6072 0.06
O 0.2077 -2.5706 0.0439 -0.04
N 1.2560 -1.7196 0.3205 0.00
N 1.6933 -0.7858 2.5100 0.12
C 1.2411 -1.0141 1.3784 -0.28
H -0.6064 -2.0438 0.1632 0.10
H 2.4103 -1.4341 2.8300 0.07
```

The LUMO energy (spin up / spin down) comes out at 0.001 / 0.001 Eh. The frontier orbital gap (spin up / spin down) is 0.315 / 0.315 Eh. Its multiplicity is 1. The calculation puts the energy relative to the best compared isomer or geometry (same formula, charge and spin) at 871.26 kJ/mol. The value obtained for the largest force on an atom is 4.6 eV Å⁻¹.

=====

# 4
The following is a DFT calculation (ωB97M-V/def2-TZVPD) of a 5-piece molecular cluster, C5H18N2O5 overall.

```
30
Properties=species:S:1:pos:R:3:lowdin_charge:R:1
C -0.8925 2.7121 -1.8330 0.01
C 0.0359 1.8596 -2.2393 -0.18
C 0.7634 0.9061 -1.3238 -0.16
C 0.0062 -0.4334 -1.2480 -0.31
N -1.1166 -0.4477 -0.3184 0.07
C 0.9846 -1.5409 -0.8412 -0.47
N 0.6623 -2.7885 -1.2361 0.19
O 2.0423 -1.3147 -0.2598 0.02
H -1.3889 3.3587 -2.5444 0.05
H -1.1892 2.8523 -0.8035 0.06
H 0.3002 1.7409 -3.2876 0.10
H 1.7695 0.7493 -1.7073 0.12
H 0.8332 1.3074 -0.3095 0.12
H -0.3769 -0.6801 -2.2437 0.15
H -1.7773 0.2914 -0.5341 0.09
H -0.7975 -0.2808 0.6287 0.10
H -0.2925 -2.9781 -1.5255 0.07
H 1.2780 -3.5390 -0.9859 0.12
O 0.2709 1.5956 3.4267 -0.09
H 0.9441 1.0081 2.9862 0.02
H 0.7722 2.4181 3.5918 0.07
O -2.1802 2.1919 2.5305 -0.11
H -1.2880 1.9868 2.8833 -0.04
H -2.7816 2.0950 3.2875 0.03
O -2.1771 -2.9403 -1.2703 -0.08
H -2.6805 -3.4439 -0.6177 0.05
H -2.0970 -2.0877 -0.8017 0.00
O 2.1756 0.0427 2.1598 -0.08
H 2.1163 -0.4125 1.2757 0.02
H 3.1247 0.2185 2.2341 0.06
```

The LUMO energy comes out at 0.026 Eh. The frontier orbital gap is 0.383 Eh. Its multiplicity is 1. The calculation puts the energy relative to the best compared isomer or geometry (same formula, charge and spin) at 0.00 kJ/mol. The value obtained for the largest force on an atom is 1.3 eV Å⁻¹.

=====

# 5
The following is a DFT calculation (ωB97M-V/def2-TZVPD) of the molecule C4H8N2O2.

```
16
Properties=species:S:1:pos:R:3:lowdin_charge:R:1
C -1.6555 0.0511 0.8364 0.00
C -0.1648 -0.2291 0.7339 -0.49
O 0.4034 -0.9461 1.5630 0.03
N 0.2919 -0.1616 -0.6711 -0.13
C 0.0666 -1.0856 -1.7588 -0.01
N 0.8861 0.9781 -0.8732 0.15
C 1.1094 1.4591 0.4023 -0.26
O 2.1225 0.9589 1.1741 -0.02
H -1.8773 0.2795 1.8770 0.09
H -1.9680 0.8740 0.1966 0.09
H -2.2081 -0.8583 0.5880 0.09
H 0.5401 -2.0399 -1.5260 0.10
H 0.4910 -0.7067 -2.6878 0.09
H -1.0009 -1.2563 -1.9005 0.09
H 1.1575 2.5459 0.4200 0.11
H 1.8062 0.1372 1.6260 0.07
```

The LUMO energy (spin up / spin down) comes out at -0.017 / -0.017 Eh. The frontier orbital gap (spin up / spin down) is 0.281 / 0.281 Eh. Its multiplicity is 1. The calculation puts the energy relative to the best compared isomer or geometry (same formula, charge and spin) at 482.62 kJ/mol. The value obtained for the largest force on an atom is 1.9 eV Å⁻¹.

=====

# 6
The following is a DFT calculation (ωB97M-V/def2-TZVPD) of C48H55FeN8O2S as an isolated structure.

```
115
Properties=species:S:1:pos:R:3:mulliken_spin:R:1
Fe -0.0472 0.3487 0.0123 4.20
C -2.3198 1.2648 -5.6778 0.00
C -1.6741 -0.0869 -5.3682 0.00
C -0.7405 -0.0086 -4.2026 0.01
C 0.6094 0.1685 -4.2160 0.01
C 1.5250 0.2246 -5.3962 0.00
C 2.1327 -1.1406 -5.7236 0.00
C 1.0379 0.2035 -2.8355 0.02
C 2.3544 0.2162 -2.3928 0.01
C 2.7728 0.0196 -1.0823 0.04
C 4.1471 -0.0883 -0.6630 0.01
C 5.3354 -0.0216 -1.5668 0.00
C 5.6338 -1.3628 -2.2377 0.00
C 4.1268 -0.2826 0.6831 0.02
C 2.7409 -0.2595 1.0861 0.07
C 2.3097 -0.2548 2.4002 -0.01
C 1.0167 -0.0460 2.8489 0.02
N -0.0636 0.1650 2.0478 0.06
C -1.1445 0.3250 2.8597 0.04
C -2.4576 0.3909 2.4151 0.00
C -2.8795 0.1741 1.1126 0.04
N -2.0576 -0.0121 0.0436 0.05
C -2.8643 -0.1674 -1.0437 0.06
C -2.4394 -0.2047 -2.3582 -0.01
C -1.1415 -0.0509 -2.8138 0.05
N -0.0474 0.0970 -2.0187 0.05
C -4.2518 -0.1545 -0.6369 0.01
C -4.2616 0.0803 0.7018 0.00
C -5.4301 0.1589 1.6283 0.00
C -5.6937 -1.1666 2.3440 0.00
C -5.4124 -0.3783 -1.5503 0.00
C -5.5777 -1.8489 -1.9349 0.00
C -0.7279 0.2575 4.2435 0.01
C 0.6107 0.0078 4.2371 0.01
C 1.5188 -0.2407 5.3984 0.00
C 1.8145 -1.7280 5.5958 0.00
C -1.6590 0.3359 5.4095 0.00
C -2.3486 -0.9996 5.6950 0.00
N 1.9411 -0.1161 -0.0098 0.06
C 5.2941 -0.3544 1.6127 0.00
C 5.6780 1.0293 2.1386 0.00
H -3.0250 1.1872 -6.5056 0.00
H -1.5599 2.0006 -5.9429 0.00
H -2.8532 1.6472 -4.8068 0.00
H -1.1307 -0.4470 -6.2450 0.00
H -2.4501 -0.8315 -5.1710 0.00
H 2.3230 0.9476 -5.2099 0.00
H 0.9770 0.6015 -6.2626 0.00
H 2.7221 -1.5121 -4.8844 0.00
H 2.7824 -1.0863 -6.5965 0.00
H 1.3493 -1.8722 -5.9224 0.00
H 3.1273 0.3036 -3.1446 0.00
H 6.2046 0.3082 -0.9941 0.00
H 5.1742 0.7445 -2.3292 0.00
H 5.8137 -2.1355 -1.4897 0.00
H 6.5089 -1.2995 -2.8840 0.00
H 4.7875 -1.6855 -2.8464 0.00
H 3.0716 -0.3767 3.1588 0.00
H -3.2274 0.5133 3.1652 0.00
H -3.2090 -0.3121 -3.1114 0.00
H -6.3189 0.4626 1.0707 0.00
H -5.2577 0.9463 2.3667 0.00
H -5.8438 -1.9712 1.6235 0.00
H -6.5764 -1.1045 2.9794 0.00
H -4.8431 -1.4452 2.9675 0.00
H -5.2938 0.2293 -2.4523 0.00
H -6.3253 -0.0230 -1.0673 0.00
H -4.6868 -2.2253 -2.4381 0.00
H -6.4306 -1.9881 -2.5992 0.00
H -5.7317 -2.4636 -1.0477 0.00
H 1.0654 0.1648 6.3059 0.00
H 2.4552 0.3067 5.2583 0.00
H 0.8929 -2.2848 5.7652 0.00
H 2.4722 -1.8876 6.4504 0.00
H 2.2915 -2.1534 4.7130 0.00
H -2.4134 1.1055 5.2263 0.00
H -1.1068 0.6614 6.2940 0.00
H -2.9028 -1.3424 4.8199 0.00
H -3.0461 -0.9130 6.5279 0.00
H -1.6161 -1.7696 5.9382 0.00
H 6.1447 -0.8064 1.0966 0.00
H 5.0650 -1.0190 2.4500 0.00
H 5.9355 1.6954 1.3149 0.00
H 6.5288 0.9711 2.8180 0.00
H 4.8410 1.4871 2.6656 0.00
C -2.2231 5.2832 -0.6085 0.00
N -0.9904 4.5865 -0.2966 0.00
C 0.1595 5.2613 -0.0197 0.00
C 1.2885 4.6016 0.2461 0.01
C 1.2962 3.1409 0.2611 0.00
O 2.3258 2.5453 0.5414 0.01
N 0.1037 2.4778 -0.0230 0.11
C -1.0325 3.1894 -0.3195 0.01
O -2.0951 2.6794 -0.6356 0.01
H -2.0271 6.3526 -0.5730 0.00
H -3.0017 5.0301 0.1102 0.00
H -2.5797 5.0080 -1.6002 0.00
H 0.0917 6.3410 -0.0343 0.00
H 2.2126 5.1081 0.4706 0.00
N 1.3431 -2.8010 -1.8259 0.00
C 0.5263 -3.2782 -0.8634 0.00
N -0.1182 -2.5475 -0.0102 0.01
C -0.8842 -3.3712 0.8166 0.00
C -1.6847 -2.9489 1.8711 0.00
C -2.3834 -3.8845 2.6122 0.00
C -2.3007 -5.2467 2.3266 0.00
C -1.5012 -5.6894 1.2868 0.00
C -0.8051 -4.7444 0.5495 0.00
S 0.2747 -5.0123 -0.7855 0.00
H 1.6097 -1.8293 -1.8009 0.00
H 1.9486 -3.4326 -2.3173 0.00
H -1.7539 -1.9032 2.1072 0.01
H -3.0044 -3.5492 3.4329 0.00
H -2.8552 -5.9609 2.9187 0.00
H -1.4209 -6.7433 1.0571 0.00
```

The LUMO energy (spin up / spin down) comes out at -0.030 / -0.040 Eh. As for the expectation value of S²: 8.757. The frontier orbital gap (spin up / spin down) is 0.210 / 0.201 Eh. Its multiplicity is 6. The calculation puts the energy relative to the best compared isomer or geometry (same formula, charge and spin) at 0.00 kJ/mol. The value obtained for the largest force on an atom is 0.8 eV Å⁻¹.